The following is a quantum chemistry calculation of a molecular structure, C34H34N3O4P2RhS, from OMol25.

Calculated values
- E_tot (a.u.) = -2972.20946
- LUMO level (spin up / spin down) (eV) = -8.34 / -8.36
- ΔE to the lowest compared entry with this formula, charge and spin (kJ/mol) = 47.1

```
! RIJCOSX wB97M-V def2-TZVPD def2/J DEFGRID3
* xyz 2 1
Rh -0.064 -0.277 0.296
C -7.079 -0.608 4.586
S -6.049 0.761 4.031
C -5.495 0.091 2.447
C -4.614 1.129 1.765
C -3.975 0.630 0.480
N -3.013 -0.469 0.762
P -1.796 -0.261 1.910
C -2.306 -0.725 3.540
C -2.362 0.220 4.571
C -2.808 -0.167 5.821
C -3.179 -1.485 6.050
C -3.115 -2.427 5.030
C -2.675 -2.056 3.773
C -0.823 1.196 1.874
C -0.706 2.053 0.748
C 0.275 3.060 0.737
C 1.130 3.197 1.798
C 1.052 2.327 2.912
C 0.121 1.339 2.949
P -2.044 -1.416 -0.359
C -1.895 -2.986 0.532
C -2.984 -3.862 0.597
C -2.877 -5.042 1.310
C -1.681 -5.366 1.946
C -0.590 -4.514 1.866
C -0.697 -3.329 1.152
C -2.956 -1.921 -1.830
C -2.245 -2.799 -2.653
C -2.848 -3.359 -3.763
C -4.168 -3.046 -4.065
C -4.883 -2.189 -3.245
C -4.285 -1.627 -2.125
H -7.400 -0.376 5.599
H -6.513 -1.539 4.603
H -7.960 -0.716 3.956
H -6.356 -0.138 1.814
H -4.944 -0.837 2.620
H -3.840 1.475 2.460
H -5.208 2.012 1.520
H -3.477 1.450 -0.042
H -4.741 0.254 -0.192
H -2.100 1.255 4.395
H -2.876 0.563 6.615
H -3.527 -1.779 7.030
H -3.401 -3.452 5.220
H -2.624 -2.790 2.980
H -1.425 2.023 -0.059
H 0.333 3.731 -0.108
H 1.885 3.972 1.786
H 1.757 2.438 3.724
H 0.095 0.650 3.781
H -3.912 -3.619 0.094
H -3.719 -5.718 1.363
H -1.598 -6.295 2.494
H 0.343 -4.773 2.346
H 0.181 -2.685 1.077
H -1.223 -3.071 -2.410
H -2.294 -4.048 -4.386
H -4.641 -3.482 -4.934
H -5.915 -1.960 -3.468
H -4.883 -0.998 -1.486
C -0.136 -0.503 -3.662
C 0.959 -0.002 -2.803
N 1.045 0.012 -1.473
C 2.258 0.597 -1.168
C 2.921 0.916 -2.308
N 2.083 0.526 -3.316
C 4.212 1.590 -2.647
O 4.975 1.969 -1.643
O 4.476 1.752 -3.806
C 2.604 0.745 0.255
O 3.596 1.325 0.645
O 1.722 0.185 1.036
H -1.100 -0.365 -3.180
H 0.000 -1.562 -3.879
H -0.144 0.034 -4.609
H 2.322 0.650 -4.293
H 4.582 1.768 -0.759
*
```


The following is a quantum chemistry calculation of a molecular structure, C3H2GdO4 at a distorted geometry, from OMol25.

Calculated values
- E_tot (a.u.) = -1181.29607
- LUMO level (spin up / spin down) (eV) = -9.83 / -12.66

```
! RIJCOSX wB97M-V def2-TZVPD def2/J DEFGRID3
* xyz 2 9
H 1.266 -1.910 3.060
C 3.219 -1.290 2.161
C 1.703 -1.369 2.194
O 1.049 -1.017 1.221
C -1.336 0.868 1.207
O -0.997 1.135 2.286
O -2.072 0.985 0.294
O 3.941 -2.212 1.949
Gd -4.243 2.272 -0.339
H 3.226 -0.543 3.067
*
```


The following is a quantum chemistry calculation of a gas-phase ion, C11H14INP (charge +1) at a distorted geometry, from OMol25.

Calculated values
- E_tot (a.u.) = -1121.01404
- LUMO level (eV) = -4.16
- structure (SMILES) = C[N+]1=C=P(C)(C)[C@H](I)c2ccccc21
- ΔE to the lowest compared entry with this formula, charge and spin (kJ/mol) = 0.0

```
! RIJCOSX wB97M-V def2-TZVPD def2/J DEFGRID3
* xyz 1 1
C 1.440 2.586 0.676
N 0.888 1.271 0.318
C 1.193 0.816 -0.854
P 0.714 -0.739 -1.463
C -0.744 -0.681 -2.564
C 2.051 -1.336 -2.357
C 0.468 -1.500 0.257
I -0.031 -3.654 0.202
C -0.453 -0.679 0.942
C -1.682 -1.103 1.357
C -2.522 -0.284 2.088
C -2.220 0.987 2.375
C -0.948 1.523 2.002
C -0.131 0.695 1.169
H 1.912 2.726 1.746
H 2.226 2.814 -0.068
H 0.673 3.356 0.505
H -1.690 -0.313 -2.130
H -0.878 -1.659 -3.041
H -0.504 -0.128 -3.451
H 2.007 -2.289 -2.822
H 2.930 -1.584 -1.752
H 2.411 -0.586 -3.036
H 1.587 -1.451 0.546
H -1.830 -2.142 1.355
H -3.327 -0.752 2.580
H -2.844 1.578 3.131
H -0.696 2.530 2.288
*
```


The following is a quantum chemistry calculation of a molecular structure, C53H52Br2N2O4P2Y at a distorted geometry, from OMol25.

Calculated values
- E_tot (a.u.) = -8330.69892
- LUMO level (eV) = 2.39
- ΔE to the lowest compared entry with this formula, charge and spin (kJ/mol) = 0.0

```
! RIJCOSX wB97M-V def2-TZVPD def2/J DEFGRID3
* xyz -1 1
Y 0.083 0.606 0.408
C -1.558 -4.651 -0.808
C -0.845 -3.306 -0.957
C 0.451 -3.482 -1.738
P -0.641 -2.253 0.555
C -2.152 -2.642 1.565
C -2.574 -1.435 2.404
C -2.049 -3.880 2.454
C 0.817 -2.838 1.477
C 1.069 -4.207 1.642
C 2.148 -4.716 2.336
C 2.380 -6.196 2.481
C 3.018 -3.774 2.899
C 2.816 -2.422 2.757
C 1.719 -1.888 2.030
N 1.573 -0.530 1.856
C 2.251 0.299 2.801
C 1.823 0.365 4.136
C 0.700 -0.499 4.634
C 2.418 1.275 5.007
C 3.442 2.119 4.607
C 4.005 3.163 5.534
C 3.898 1.999 3.301
C 3.330 1.103 2.402
C 3.908 0.990 1.022
H -1.798 -5.025 -1.810
H -2.494 -4.586 -0.256
H -0.928 -5.404 -0.329
H -1.501 -2.666 -1.559
H 1.179 -4.069 -1.171
H 0.910 -2.528 -1.988
H 0.240 -4.011 -2.672
H -2.920 -2.806 0.801
H -1.814 -1.172 3.140
H -3.493 -1.672 2.951
H -2.752 -0.547 1.801
H -1.254 -3.754 3.191
H -1.844 -4.798 1.904
H -2.990 -4.014 2.997
H 0.368 -4.912 1.207
H 1.571 -6.763 2.018
H 2.434 -6.498 3.530
H 3.313 -6.512 2.006
H 3.885 -4.117 3.458
H 3.522 -1.729 3.201
H -0.094 -0.545 3.893
H 0.286 -0.084 5.553
H 1.042 -1.520 4.824
H 2.029 1.348 6.018
H 3.903 2.862 6.578
H 3.481 4.117 5.418
H 5.062 3.347 5.334
H 4.720 2.624 2.961
H 4.648 1.774 0.852
H 3.161 1.067 0.234
H 4.393 0.021 0.879
Br 2.164 3.440 -1.170
C 1.682 3.835 0.623
C 2.000 5.082 1.135
C 1.591 5.362 2.426
C 0.853 4.422 3.122
C 0.572 3.213 2.514
N 1.035 2.901 1.291
C -0.366 2.222 3.198
O -0.701 2.453 4.353
O -0.722 1.259 2.447
H 2.541 5.797 0.533
H 1.824 6.322 2.871
H 0.466 4.585 4.117
C -3.283 -2.726 -3.857
C -3.771 -1.683 -3.083
C -2.983 -0.559 -2.850
C -1.700 -0.461 -3.384
C -1.217 -1.526 -4.148
C -2.000 -2.645 -4.390
P -0.728 1.080 -3.061
C -0.666 1.801 -4.756
C 0.127 2.939 -4.933
C 0.192 3.587 -6.155
C -0.555 3.122 -7.233
C -1.361 2.006 -7.068
C -1.415 1.351 -5.840
C 0.962 0.375 -2.868
C 1.787 0.145 -3.973
C 3.003 -0.505 -3.813
C 3.368 -0.954 -2.551
C 2.537 -0.715 -1.464
C 1.322 -0.007 -1.552
H -3.893 -3.603 -4.036
H -4.761 -1.742 -2.648
H -3.360 0.237 -2.219
H -0.211 -1.481 -4.550
H -1.606 -3.460 -4.984
H 0.704 3.318 -4.095
H 0.822 4.462 -6.267
H -0.511 3.629 -8.188
H -1.950 1.635 -7.898
H -2.044 0.476 -5.734
H 1.485 0.464 -4.965
H 3.647 -0.674 -4.668
H 4.300 -1.492 -2.415
H 2.854 -1.098 -0.498
Br -4.109 2.251 2.374
C -4.519 2.844 0.631
C -5.753 3.423 0.372
C -6.035 3.899 -0.902
C -5.077 3.811 -1.905
C -3.845 3.242 -1.628
C -3.561 2.739 -0.361
C -2.213 2.104 -0.169
O -2.164 0.833 -0.073
O -1.202 2.820 -0.192
H -6.484 3.502 1.165
H -7.000 4.346 -1.106
H -5.284 4.190 -2.898
H -3.079 3.177 -2.393
*
```


The following is a quantum chemistry calculation of a molecular structure, C4H6N3 at a distorted geometry, from OMol25.

Calculated values
- E_tot (a.u.) = -319.76032
- LUMO level (spin up / spin down) (eV) = -5.24 / -5.24
- ΔE to the lowest compared entry with this formula, charge and spin (kJ/mol) = 712.3

```
! RIJCOSX wB97M-V def2-TZVPD def2/J DEFGRID3
* xyz 1 1
C 0.629 0.940 -1.464
C 0.056 1.057 -0.225
C -0.959 -1.291 0.351
C 0.313 -1.148 1.109
N 0.831 2.285 -1.789
N 0.316 2.864 -0.907
N -0.463 0.051 0.689
H 0.817 0.268 -2.247
H -0.810 -1.299 -0.742
H -1.701 -1.939 0.813
H 0.335 -1.087 2.177
H 1.320 -1.328 0.759
H -0.685 0.626 1.474
*
```